1.
Below is a 2-piece molecular cluster, C15H28Br2N6OP overall in a non-equilibrium geometry, with properties calculated with wB97M-V/def2-TZVPD.

Element x y z (Å)
C  -1.22  0.68  -1.17
C  -1.49  -0.13  -2.58
Br  0.00  -1.28  -3.32
C  -2.84  0.03  -3.26
Br  -3.24  -0.88  -5.01
N  -3.84  0.94  -2.51
C  -3.67  2.41  -2.81
C  -4.68  3.47  -2.01
C  -4.63  5.10  -2.18
C  -3.79  5.64  -3.48
N  -2.44  5.93  -3.35
C  -5.77  2.78  -0.95
C  -5.67  1.11  -0.91
N  -4.71  0.28  -1.70
H  -1.30  1.85  -1.36
H  -2.13  0.42  -0.46
H  -0.17  0.49  -0.70
H  -2.84  2.79  -3.55
H  -5.73  5.54  -2.15
H  -4.09  5.53  -1.22
H  -4.27  5.84  -4.54
H  -2.13  5.72  -2.37
H  -6.52  3.40  -0.30
H  -6.44  0.53  -0.20
O  1.28  -0.28  1.86
P  2.46  -1.18  1.41
N  1.44  -2.52  1.20
C  1.64  -3.90  1.59
C  0.72  -2.50  -0.08
N  3.17  -1.12  2.98
C  2.72  -1.99  4.06
C  3.23  0.25  3.54
N  3.82  -2.20  0.88
C  4.72  -2.98  1.72
C  4.65  -1.40  -0.03
H  2.34  -4.43  0.94
H  0.69  -4.46  1.55
H  1.97  -4.00  2.63
H  1.38  -2.80  -0.90
H  0.34  -1.50  -0.31
H  -0.15  -3.17  -0.07
H  1.64  -1.99  4.17
H  3.16  -1.70  5.02
H  3.08  -3.01  3.93
H  2.28  0.55  3.98
H  3.50  0.97  2.77
H  4.00  0.32  4.32
H  5.32  -2.36  2.39
H  5.43  -3.54  1.10
H  4.21  -3.74  2.30
H  5.19  -0.61  0.51
H  4.01  -0.92  -0.79
H  5.37  -2.01  -0.58

## Properties
HOMO-LUMO gap = 4.21 eV
charge = +1
electronic energy = -176349.0951 eV
HOMO level = -9.79 eV
multiplicity = 1


2.
Below is a 5-piece molecular cluster, C15H28Cl10NO overall in a non-equilibrium geometry, with properties calculated with wB97M-V/def2-TZVPD.

Element x y z (Å)
C  -9.66  -21.96  -17.07
C  -9.70  -20.43  -16.83
C  -8.26  -20.04  -16.38
C  -8.04  -18.52  -16.47
C  -8.31  -17.98  -17.84
C  -9.77  -18.29  -18.34
N  -10.20  -19.70  -18.04
O  -11.57  -19.97  -18.41
C  -10.65  -17.18  -17.79
C  -9.65  -18.18  -19.90
C  -10.60  -20.15  -15.64
H  -9.01  -22.15  -17.93
H  -10.66  -22.36  -17.25
H  -9.17  -22.45  -16.23
H  -8.12  -20.23  -15.32
H  -7.45  -20.47  -16.98
H  -7.00  -18.34  -16.22
H  -8.71  -18.02  -15.77
H  -7.54  -18.33  -18.53
H  -8.17  -16.92  -17.66
H  -10.88  -17.32  -16.73
H  -10.18  -16.20  -17.89
H  -11.59  -17.25  -18.33
H  -9.66  -19.14  -20.42
H  -10.57  -17.68  -20.22
H  -8.75  -17.70  -20.28
H  -10.63  -19.11  -15.34
H  -10.57  -20.95  -14.90
H  -11.67  -20.14  -15.89
Cl  -7.76  -17.37  -22.60
C  -8.34  -16.31  -23.85
C  -8.42  -16.83  -25.24
Cl  -9.81  -17.95  -25.33
H  -7.67  -15.44  -23.81
H  -9.22  -15.75  -23.53
H  -7.49  -17.34  -25.46
H  -8.64  -15.97  -25.88
Cl  -6.58  -12.91  -23.33
C  -6.67  -11.64  -24.56
C  -6.10  -10.38  -23.89
Cl  -6.10  -9.01  -24.96
H  -7.63  -11.63  -25.07
H  -6.01  -11.95  -25.38
H  -5.13  -10.46  -23.40
H  -6.75  -10.12  -23.05
C  -5.41  -15.29  -28.08
Cl  -7.15  -15.07  -27.69
Cl  -5.23  -17.06  -28.17
Cl  -4.26  -14.56  -26.86
H  -5.19  -14.90  -29.07
C  -3.64  -18.89  -24.58
Cl  -2.21  -19.77  -25.21
Cl  -5.04  -19.08  -25.65
Cl  -3.17  -17.18  -24.24
H  -4.01  -19.28  -23.64

## Properties
HOMO-LUMO gap (spin up / spin down) = 8.89 / 9.60 eV
electronic energy = -144767.4602 eV
HOMO level (spin up / spin down) = -8.78 / -9.64 eV
multiplicity = 2
expectation value of S² = 0.76


3.
Below is C15H28ClN2OPt as an isolated structure in a non-equilibrium geometry, with properties calculated with wB97M-V/def2-TZVPD.

Element x y z (Å)
Pt  -0.13  0.08  0.00
N  -1.50  -1.56  -0.70
C  -2.17  -1.31  -2.00
C  -3.53  -0.62  -1.86
C  -3.52  0.90  -1.72
C  -3.11  1.47  -0.36
N  -1.67  1.76  -0.24
H  -0.88  -2.37  -0.78
H  -2.20  -1.80  0.00
H  -2.33  -2.26  -2.51
H  -1.51  -0.73  -2.65
H  -4.09  -1.08  -1.04
H  -4.08  -0.85  -2.77
H  -4.55  1.22  -1.90
H  -2.91  1.35  -2.51
H  -3.43  0.83  0.46
H  -3.65  2.41  -0.23
H  -1.51  2.33  0.60
H  -1.37  2.30  -1.05
C  -2.54  -1.15  2.64
C  -1.07  -1.35  2.92
O  -0.29  -0.32  2.29
C  0.96  0.02  2.93
C  1.45  1.34  2.38
H  -3.09  -2.07  2.81
H  -2.71  -0.81  1.61
H  -2.95  -0.38  3.30
H  -0.73  -2.34  2.58
H  -0.89  -1.33  3.99
H  1.69  -0.78  2.78
H  0.79  0.11  4.01
H  1.40  1.34  1.27
H  2.49  1.52  2.67
H  0.85  2.17  2.76
Cl  2.70  -2.45  -1.83
C  3.53  -1.02  -1.57
C  4.96  -1.07  -1.57
C  5.69  0.05  -1.27
C  5.02  1.23  -0.93
C  3.60  1.30  -0.96
C  2.82  0.21  -1.33
C  1.39  0.34  -1.58
H  5.45  -2.00  -1.82
H  6.77  0.02  -1.29
H  5.58  2.12  -0.68
H  3.11  2.23  -0.72
H  1.02  -0.39  -2.30
H  1.12  1.37  -1.83

## Properties
HOMO-LUMO gap (spin up / spin down) = 8.91 / 6.07 eV
charge = +3
electronic energy = -36773.5522 eV
HOMO level (spin up / spin down) = -18.61 / -19.77 eV
multiplicity = 5
expectation value of S² = 6.03


4.
Below is C15H28IrN3PSSe3Te as an isolated structure in a non-equilibrium geometry, with properties calculated with wB97M-V/def2-TZVPD.

Element x y z (Å)
Ir  1.19  -1.59  0.34
N  0.81  -1.87  2.93
N  0.05  -2.99  3.27
C  -0.42  -3.83  2.34
N  -1.09  -4.90  2.78
S  -0.22  -3.64  0.67
H  1.78  -1.99  3.21
H  0.43  -1.05  3.37
H  0.00  -3.26  4.24
H  -1.23  -5.10  3.76
H  -1.46  -5.55  2.10
Se  1.63  -2.35  -2.28
Se  3.77  -2.86  -2.66
Te  5.11  -1.77  -0.78
Se  3.61  -2.05  1.13
C  -2.15  2.21  0.14
C  -1.34  1.12  0.85
C  -2.25  -0.09  1.09
C  -0.85  1.62  2.21
P  0.12  0.52  -0.18
C  -0.65  0.29  -1.82
C  -0.64  1.20  -2.88
C  -1.30  0.91  -4.07
C  -2.01  -0.27  -4.21
C  -2.05  -1.18  -3.16
C  -1.37  -0.91  -1.99
C  1.47  1.83  -0.30
C  2.40  1.40  -1.45
C  0.98  3.26  -0.53
C  2.28  1.78  1.00
H  -3.04  2.43  0.74
H  -2.48  1.89  -0.85
H  -1.59  3.14  0.04
H  -2.99  0.15  1.85
H  -1.68  -0.96  1.43
H  -2.79  -0.37  0.18
H  -1.71  1.84  2.84
H  -0.27  2.54  2.13
H  -0.25  0.86  2.71
H  -0.12  2.14  -2.79
H  -1.25  1.61  -4.89
H  -2.53  -0.49  -5.13
H  -2.60  -2.11  -3.26
H  -1.38  -1.63  -1.18
H  1.93  1.50  -2.43
H  2.72  0.36  -1.33
H  3.29  2.03  -1.44
H  0.32  3.35  -1.40
H  1.85  3.90  -0.70
H  0.45  3.65  0.34
H  2.65  0.77  1.19
H  1.69  2.09  1.87
H  3.14  2.45  0.92

## Properties
HOMO-LUMO gap (spin up / spin down) = 7.17 / 5.69 eV
charge = +1
electronic energy = -246769.8365 eV
HOMO level (spin up / spin down) = -9.94 / -10.23 eV
multiplicity = 5
expectation value of S² = 6.02


5.
Below is C15H28NO2Rh as an isolated structure in a non-equilibrium geometry, with properties calculated with wB97M-V/def2-TZVPD.

Element x y z (Å)
C  2.16  -1.61  0.44
H  2.32  -2.14  1.39
H  2.12  -2.35  -0.37
H  1.16  -1.09  0.52
C  3.31  -0.64  0.21
H  3.06  0.04  -0.61
H  3.41  -0.01  1.10
C  4.62  -1.37  -0.06
H  5.42  -0.66  -0.31
H  4.93  -1.95  0.81
H  4.50  -2.06  -0.90
C  -1.84  0.81  -1.23
C  -0.63  1.03  -1.96
C  0.00  -0.24  -2.19
C  -0.83  -1.25  -1.62
C  -1.98  -0.61  -1.04
C  -3.08  -1.28  -0.28
C  -0.60  -2.72  -1.71
C  1.26  -0.48  -2.95
C  -0.08  2.38  -2.32
C  -2.77  1.86  -0.69
Rh  -0.27  0.08  -0.21
H  -1.18  -3.26  -0.96
H  -0.90  -3.08  -2.70
H  0.45  -2.97  -1.57
H  -2.89  -2.35  -0.25
H  -3.11  -0.89  0.74
H  -4.05  -1.09  -0.75
H  -2.19  2.76  -0.44
H  -3.53  2.14  -1.43
H  -3.27  1.49  0.20
H  0.97  2.27  -2.62
H  -0.63  2.84  -3.15
H  -0.14  3.04  -1.46
H  1.88  -1.23  -2.46
H  1.04  -0.85  -3.95
H  1.85  0.43  -3.05
N  -1.24  1.44  4.86
C  -1.14  2.12  3.56
C  -0.73  1.00  2.62
O  -1.07  -0.16  2.96
O  -0.04  1.35  1.60
H  -1.56  0.47  4.65
H  -1.84  1.94  5.52
H  -0.30  1.40  5.27
H  -2.12  2.49  3.26
H  -0.43  2.93  3.58

## Properties
HOMO-LUMO gap (spin up / spin down) = 8.75 / 6.81 eV
charge = +2
electronic energy = -24582.2888 eV
HOMO level (spin up / spin down) = -14.21 / -16.90 eV
multiplicity = 5
expectation value of S² = 6.01


6.
Below is one molecule with the formula C15H28O2, with properties calculated with wB97M-V/def2-TZVPD.

Element x y z (Å)
O  0.14  1.32  3.70
C  0.31  0.35  3.00
C  1.54  -0.53  3.01
C  2.65  0.12  2.18
C  2.18  0.48  0.77
C  3.35  0.74  -0.18
C  2.91  1.27  -1.55
C  1.99  0.31  -2.32
C  0.53  0.76  -2.30
C  -0.40  -0.26  -2.98
C  -1.26  -1.05  -1.99
C  -2.45  -0.23  -1.49
C  -3.40  -1.02  -0.58
C  -2.85  -1.41  0.80
C  -2.95  -0.32  1.87
C  -1.77  0.65  1.89
O  -0.56  -0.08  2.08
H  1.88  -0.65  4.04
H  1.28  -1.50  2.59
H  3.49  -0.58  2.12
H  3.00  1.02  2.68
H  1.54  1.36  0.81
H  1.58  -0.35  0.38
H  4.01  1.48  0.28
H  3.92  -0.18  -0.31
H  3.82  1.45  -2.14
H  2.42  2.23  -1.42
H  2.31  0.25  -3.36
H  2.07  -0.69  -1.89
H  0.21  0.92  -1.27
H  0.46  1.72  -2.81
H  0.20  -0.96  -3.56
H  -1.07  0.25  -3.68
H  -0.64  -1.37  -1.15
H  -1.65  -1.95  -2.48
H  -2.10  0.67  -0.98
H  -3.03  0.11  -2.35
H  -4.32  -0.44  -0.44
H  -3.67  -1.94  -1.11
H  -1.81  -1.73  0.72
H  -3.43  -2.27  1.15
H  -3.86  0.26  1.74
H  -3.00  -0.80  2.85
H  -1.68  1.19  0.95
H  -1.88  1.37  2.71

## Properties
HOMO-LUMO gap = 11.25 eV
SMILES string = O=C1CCCCCCCCCCCCCCO1
electronic energy = -20105.1711 eV
HOMO level = -10.24 eV
multiplicity = 1


> What is the formula in the sixth record?

C15H28O2


> Which value of multiplicity does entry 4 give?

5